1.
17
Properties=species:S:1:pos:R:3:forces:R:3 method="wB97M-V/def2-TZVPD" smiles="CC(N)=O.CC" orbital_gap_ha=0.3982 relative_energy_kj_mol=31.5 homo_energy_ev=-9.99
C -1.86562 0.56387 -0.05102 -0.5 -0.6 0.8
C -1.06419 -0.03319 1.10082 1.1 -1.2 -1.0
N -0.64915 -1.32419 0.78405 -0.1 0.6 0.6
O -0.63015 0.52148 2.08136 -0.6 0.4 0.0
H -2.44161 -0.22405 -0.53744 0.0 0.0 0.0
H -1.17491 0.94164 -0.79526 0.0 0.5 0.1
H -2.58628 1.27734 0.33507 0.3 0.4 -0.2
H -0.16048 -1.86999 1.46085 0.3 0.1 0.5
H -1.09269 -1.86777 0.09151 -0.6 -0.2 -0.8
C 1.82229 0.93475 -1.47523 1.5 0.1 -0.4
C 1.98081 -0.54828 -1.77760 -0.7 0.0 0.9
H 2.54779 1.23415 -0.71259 -0.5 -0.1 0.5
H 2.19998 1.52321 -2.31967 -0.6 0.0 -0.2
H 0.80735 1.19236 -1.20398 0.0 0.3 0.0
H 1.54710 -1.11529 -0.94792 0.0 0.0 -0.1
H 1.39775 -0.80429 -2.66254 0.5 -0.2 -0.2
H 3.02927 -0.83587 -1.79307 0.0 -0.1 -0.6

---

2.
17
Properties=species:S:1:pos:R:3:forces:R:3 method="wB97M-V/def2-TZVPD" orbital_gap_ha="0.2667 / 0.1197" spin_multiplicity=2 total_charge=+1 relative_energy_kj_mol=394.4 homo_energy_ev="-12.56 / -12.56"
C 0.79209 2.14503 -1.70795 -1.4 0.5 -0.2
C 1.88179 1.80824 -2.64697 -3.0 3.8 -0.6
C 2.49272 0.66400 -2.43781 2.6 -4.7 1.5
H 0.52342 3.20000 -1.85031 -0.3 -0.2 0.0
H -0.15097 1.52761 -2.07036 1.4 1.0 0.6
H 0.90372 1.96522 -0.59867 0.3 -0.4 -1.3
H 1.99413 2.36502 -3.64935 -0.1 -0.7 1.8
H 2.84504 0.19802 -3.36510 0.2 -0.6 0.6
H 2.53651 0.12671 -1.39090 0.1 1.1 -2.3
N -2.42987 -2.11478 3.05132 0.8 -1.5 -1.0
C -1.39974 -1.75365 2.04018 0.1 1.2 2.6
O -0.40939 -0.78856 2.59342 -2.2 -1.0 0.1
H -2.47232 -3.16920 3.05790 0.2 1.5 0.5
H -3.33215 -1.88716 2.68135 -0.6 0.5 0.0
H -0.89937 -2.64200 1.85643 1.3 -1.3 -1.1
H -1.82128 -1.24233 1.22031 -0.6 0.1 -1.3
H -1.05434 -0.40215 3.21650 1.0 0.4 0.2

---

3.
18
Properties=species:S:1:pos:R:3:forces:R:3 method="wB97M-V/def2-TZVPD" orbital_gap_ha="0.0995 / 0.2080" spin_multiplicity=2 total_charge=-1 relative_energy_kj_mol=342.0 homo_energy_ev="0.53 / -2.57"
N -1.25096 -0.65475 -0.38413 0.7 -2.5 3.3
C 0.15204 -0.50830 0.08529 1.4 -1.0 3.7
C 0.98420 0.54927 -0.26767 -0.1 -0.6 1.4
C 1.63241 -1.25809 2.15086 0.9 0.4 0.1
C 0.60116 -1.41895 1.22246 -1.4 0.6 -2.8
H -1.42281 0.13399 -0.87367 -0.6 3.1 -2.5
H -1.92779 -0.48846 0.42918 1.5 -0.7 -1.1
H 1.98931 0.75042 0.16245 -0.9 -0.7 -0.3
H 0.84812 0.89021 -1.22653 -0.4 1.5 -2.1
H 1.87210 -2.12141 2.78520 0.0 0.3 -0.2
H 2.38313 -0.38536 2.29259 -1.7 -1.3 -0.6
H 0.12658 -2.42220 0.98570 0.4 0.9 1.2
H -3.43357 2.24287 1.54396 1.9 -0.5 2.3
H -4.47748 3.07453 0.93940 0.4 -0.8 -0.5
O -3.92602 2.27700 0.77209 -2.3 1.3 -1.9
H 2.60424 -0.18598 -3.98373 0.1 -0.1 -0.1
H 1.26662 -0.59373 -3.30862 1.4 1.4 0.2
O 1.97873 0.11895 -3.32481 -1.4 -1.3 -0.2

---

4.
18
Properties=species:S:1:pos:R:3:forces:R:3 method="wB97M-V/def2-TZVPD" smiles="C=N/C=C/C.O.O" orbital_gap_ha=0.3234 relative_energy_kj_mol=366.1 homo_energy_ev=-8.31
C -0.24943 1.90933 -3.41868 -0.4 -1.0 -0.2
N 0.88499 1.91252 -2.86724 -0.1 -1.0 -1.0
C 1.07257 1.43465 -1.55167 -1.1 0.1 0.1
C 1.94249 0.45503 -1.22347 -0.7 0.9 -0.5
C 2.79917 0.40159 0.00709 -2.0 -1.0 1.0
H -0.33341 2.14012 -4.48052 0.0 0.6 0.2
H -1.17155 1.49344 -2.95755 0.4 0.3 0.0
H 0.23946 1.87274 -0.97480 1.5 0.4 1.1
H 2.04081 -0.29959 -1.99887 1.1 0.4 -0.3
H 2.73696 1.34747 0.54812 0.7 0.1 -0.4
H 2.36434 -0.29206 0.75170 0.4 -0.2 -0.2
H 3.78236 0.03973 -0.28482 0.1 0.4 0.3
O 0.49374 -2.19314 4.12500 0.7 -0.7 -0.8
H 0.53462 -2.74237 3.32846 -1.1 0.1 -0.2
H 1.43814 -2.29001 4.27313 0.4 0.6 1.0
O -6.35989 -2.05395 2.09539 -0.2 -0.4 -0.2
H -6.67437 -1.15800 2.05356 -0.3 0.6 -0.1
H -5.54099 -1.97752 2.57515 0.5 -0.1 0.3